1.
C31H68ClN4O8P2S | wB97M-V/def2-TZVPD

HOMO	-10.8	eV
molar mass	754.37	u
F_max	9.17	eV/A

Structure (ORCA input):
```
! wB97M-V def2-TZVPD RIJCOSX def2/J DEFGRID3
* xyz 1 1
C 6.149 0.205 2.072
C 4.987 0.763 3.042
C 3.697 1.283 2.204
C 4.106 2.724 1.608
C 2.866 3.495 0.914
C 2.202 4.547 1.932
C 0.679 4.219 2.321
C -0.320 5.284 1.602
C -1.557 5.671 2.582
C -2.690 4.539 2.325
C -3.483 4.118 3.649
C -4.925 3.464 3.384
C -4.958 1.867 3.563
C -3.762 1.104 2.819
C -4.233 -0.080 1.870
N -4.981 0.359 0.729
C -5.213 -0.904 0.062
N -5.876 -0.976 -1.105
S -6.056 -2.565 -1.817
N -4.633 -1.966 0.843
N -4.004 -1.483 1.950
C -3.233 -2.165 3.029
C -1.777 -2.521 2.399
C -0.570 -2.247 3.404
Cl -0.442 -0.519 3.982
H 6.408 1.059 1.357
H 5.780 -0.707 1.481
H 7.040 -0.081 2.718
H 5.437 1.684 3.558
H 4.694 0.030 3.865
H 3.449 0.525 1.373
H 2.764 1.324 2.867
H 4.918 2.534 0.830
H 4.475 3.348 2.489
H 3.332 4.088 0.044
H 2.121 2.780 0.436
H 2.787 4.591 2.922
H 2.267 5.599 1.492
H 0.477 3.144 1.959
H 0.480 4.227 3.447
H -0.737 4.723 0.686
H 0.221 6.192 1.192
H -1.208 5.717 3.660
H -1.949 6.671 2.204
H -2.121 3.637 1.905
H -3.448 4.892 1.554
H -3.664 5.041 4.312
H -2.863 3.391 4.268
H -5.647 3.880 4.177
H -5.385 3.742 2.377
H -5.935 1.475 3.096
H -5.031 1.651 4.681
H -3.263 1.875 2.129
H -2.939 0.782 3.550
H -6.234 -0.152 -1.609
H -6.773 -3.263 -0.841
H -4.681 -2.959 0.604
H -3.764 -3.075 3.452
H -3.059 -1.369 3.836
H -1.850 -3.604 2.045
H -1.600 -1.859 1.477
H 0.402 -2.469 2.833
H -0.646 -2.990 4.259
O 11.032 0.166 1.933
P 11.422 1.031 0.732
O 12.803 1.687 1.378
C 13.878 0.837 1.746
C 14.709 0.445 0.540
O 10.394 2.290 1.046
C 9.226 2.092 1.833
C 9.501 2.422 3.291
O 11.776 1.875 -0.719
C 12.191 1.149 -1.869
C 11.545 -0.214 -2.011
H 13.515 -0.051 2.270
H 14.501 1.396 2.448
H 14.145 -0.227 -0.114
H 15.620 -0.074 0.847
H 14.986 1.325 -0.044
H 8.843 1.077 1.717
H 8.453 2.766 1.453
H 10.392 1.917 3.667
H 8.647 2.146 3.916
H 9.681 3.494 3.403
H 13.280 1.063 -1.866
H 11.929 1.759 -2.739
H 11.808 -0.870 -1.174
H 11.869 -0.696 -2.935
H 10.454 -0.124 -2.027
O -10.627 -4.587 -7.388
P -10.103 -4.751 -5.960
O -8.649 -5.455 -6.346
C -7.714 -4.742 -7.139
C -6.934 -3.743 -6.306
O -10.942 -6.129 -5.592
C -12.138 -6.459 -6.290
C -11.839 -7.382 -7.460
O -9.610 -4.790 -4.316
C -9.287 -3.577 -3.652
C -10.121 -2.387 -4.085
H -8.208 -4.244 -7.976
H -7.025 -5.478 -7.559
H -7.581 -2.922 -5.984
H -6.111 -3.314 -6.884
H -6.524 -4.218 -5.411
H -12.663 -5.558 -6.615
H -12.799 -6.972 -5.587
H -11.036 -7.000 -8.092
H -12.733 -7.530 -8.072
H -11.507 -8.356 -7.091
H -8.222 -3.370 -3.780
H -9.446 -3.750 -2.583
H -9.969 -2.157 -5.145
H -9.855 -1.502 -3.505
H -11.187 -2.591 -3.944
*
```


2.
C31H70BBr12ClN2OP | wB97M-V/def2-TZVPD

HOMO	-2.9	eV
molar mass	1523.00	u
F_max	2.85	eV/A

Structure (ORCA input):
```
! wB97M-V def2-TZVPD RIJCOSX def2/J DEFGRID3
* xyz -1 1
C -7.268 -0.130 2.784
C -6.084 0.787 2.446
C -4.741 0.042 2.605
C -4.016 -0.192 1.276
C -4.791 -1.165 0.396
C -4.153 -1.437 -0.972
C -2.646 -1.727 -0.964
C -2.047 -1.276 -2.325
C -1.619 0.216 -2.266
C -0.161 0.408 -2.716
C 0.591 1.584 -2.022
C 1.698 1.007 -1.107
C 1.072 0.585 0.268
C 2.126 0.670 1.383
P 1.519 0.621 3.224
Cl -0.514 -0.244 2.725
C 3.207 1.340 3.818
N 3.310 2.794 3.449
C 2.195 -1.197 3.429
N 1.904 -1.709 4.772
C 3.043 -1.666 5.679
B 0.845 2.473 3.198
O 0.763 3.301 2.050
C 0.367 3.125 4.579
C -0.956 2.535 5.128
H -7.461 -0.800 1.951
H -7.018 -0.748 3.643
H -8.155 0.445 3.044
H -6.189 1.155 1.427
H -6.089 1.651 3.109
H -4.048 0.564 3.263
H -4.914 -0.938 3.046
H -3.068 -0.652 1.527
H -3.797 0.740 0.755
H -4.988 -2.099 0.922
H -5.771 -0.715 0.201
H -4.636 -2.332 -1.371
H -4.379 -0.643 -1.685
H -2.102 -1.178 -0.202
H -2.415 -2.785 -0.844
H -1.227 -1.922 -2.626
H -2.837 -1.327 -3.077
H -2.295 0.780 -2.911
H -1.753 0.591 -1.257
H 0.363 -0.510 -2.463
H -0.121 0.497 -3.803
H -0.141 2.162 -1.453
H 1.046 2.262 -2.746
H 2.208 0.178 -1.598
H 2.420 1.804 -0.937
H 0.721 -0.430 0.108
H 0.258 1.281 0.417
H 2.785 -0.197 1.248
H 2.740 1.549 1.210
H 1.106 0.545 4.632
H 3.266 1.280 4.904
H 4.070 0.813 3.398
H 3.752 3.296 4.211
H 3.910 2.894 2.639
H 3.257 -1.295 3.176
H 1.622 -1.827 2.749
H 1.525 -2.641 4.707
H 3.208 -2.657 6.112
H 2.850 -1.012 6.533
H 3.959 -1.336 5.191
H -0.121 3.276 1.656
H 1.159 3.015 5.319
H 0.228 4.193 4.409
H -1.235 1.591 4.666
H -1.791 3.223 5.008
H -0.832 2.327 6.189
Br 5.195 1.088 -0.208
C 6.333 1.706 -1.655
C 5.800 1.227 -2.978
Br 6.177 -0.662 -3.269
H 7.341 1.360 -1.447
H 6.308 2.793 -1.609
H 6.286 1.749 -3.800
H 4.724 1.345 -3.060
Br 4.002 3.682 -5.262
C 4.207 2.577 -6.852
C 5.509 1.821 -6.852
Br 7.013 2.975 -7.298
H 4.103 3.238 -7.706
H 3.370 1.882 -6.827
H 5.501 1.049 -7.618
H 5.734 1.369 -5.891
Br -5.989 0.215 -4.496
C -5.802 -0.835 -6.122
C -4.520 -1.625 -6.118
Br -2.982 -0.500 -6.503
H -5.871 -0.145 -6.957
H -6.661 -1.503 -6.133
H -4.531 -2.376 -6.905
H -4.327 -2.105 -5.163
Br 6.670 -4.160 -3.797
C 5.195 -5.387 -3.473
C 3.863 -4.708 -3.652
Br 3.431 -3.561 -2.143
H 5.332 -5.785 -2.473
H 5.320 -6.186 -4.201
H 3.064 -5.445 -3.694
H 3.828 -4.085 -4.541
Br 0.599 -4.419 7.116
C -0.837 -5.260 6.113
C -0.301 -6.152 5.024
Br 0.351 -5.117 3.512
H -1.461 -4.459 5.729
H -1.399 -5.841 6.841
H -1.093 -6.782 4.625
H 0.522 -6.774 5.361
Br -1.412 5.610 -2.955
C -3.065 5.057 -2.089
C -2.883 4.874 -0.606
Br -1.950 3.214 -0.213
H -3.390 4.149 -2.586
H -3.777 5.856 -2.290
H -3.850 4.789 -0.113
H -2.313 5.675 -0.148
*
```


| no. | energy (eV) |
| --- | --- |
| 1 | -97513.3139 |
| 2 | -901308.3779 |